No. 1
C5H8OS | the ωB97M-V functional and the def2-TZVPD basis

Results
**Gap between HOMO and LUMO (spin up / spin down)**: 7.467 / 7.604 eV
**Multiplicity**: 1

CARTESIAN COORDINATES (ANGSTROEM)
C1 1.6352 0.4236 -0.8111
C2 1.6866 -0.8087 -0.4245
C3 -1.2951 -1.0288 1.8830
C4 0.3984 1.3052 -0.7624
C5 -0.9129 0.6406 -0.3659
O1 -1.3838 -2.0330 -0.5201
S1 -0.6866 -1.0802 0.3226
H1 2.5028 0.9683 -1.1922
H2 2.3786 -1.6097 -0.3299
H3 -1.4824 -2.0001 2.3094
H4 -0.7523 -0.3477 2.5197
H5 0.6224 2.1161 -0.0595
H6 0.2843 1.7614 -1.7480
H7 -1.4286 1.2134 0.3991
H8 -1.5666 0.4796 -1.2203



No. 2
C2H2O3 | the ωB97M-V functional and the def2-TZVPD basis

Results
**Gap between HOMO and LUMO**: 10.546 eV
**Multiplicity**: 1

CARTESIAN COORDINATES (ANGSTROEM)
C1 0.2493 0.6493 -0.3391
C2 3.2282 0.3471 0.6252
O1 1.1954 0.3024 0.3350
O2 3.5369 0.2366 -0.6434
O3 3.7347 -0.8415 0.2697
H1 0.5770 1.0796 -1.2793
H2 -0.8544 0.6401 -0.1118



No. 3
C9H15ClI2N2OPYb | the ωB97M-V functional and the def2-TZVPD basis

Results
**Gap between HOMO and LUMO (spin up / spin down)**: 7.038 / 5.004 eV
**Charge**: +2
**Multiplicity**: 2

CARTESIAN COORDINATES (ANGSTROEM)
I1 0.8242 -1.8478 -1.6787
I2 -0.3643 -2.9120 1.1108
Yb1 -0.7220 1.1227 1.6045
P1 -1.5813 -1.9757 -2.0242
C1 -1.7293 -3.7528 -1.9866
C2 -2.7612 -1.2432 -0.8925
H1 -1.9547 -0.2580 -3.6327
H2 -2.9463 -1.7683 -3.9392
H3 -1.1721 -1.6818 -4.3477
C3 -1.9658 -1.3534 -3.6738
H4 -2.6258 -0.1628 -0.8510
H5 -3.7650 -1.4714 -1.2671
H6 -2.7157 -4.0030 -2.3959
H7 -1.5949 -4.1210 -0.9622
H8 -2.6234 -1.6077 0.1251
H9 -0.9315 -4.1811 -2.5911
C4 1.5094 -0.7140 1.4211
O1 2.6061 -1.0502 1.4812
Cl1 -1.3491 1.9589 -0.6419
N1 1.4573 3.5661 0.0184
C5 1.9412 3.1479 1.2160
C6 3.1723 3.5911 1.7428
C7 3.5969 3.1106 2.9751
C8 2.7997 2.1848 3.6546
C9 1.6641 1.6947 3.0191
N2 1.2346 2.1471 1.8121
H10 0.5530 3.2108 -0.3387
H11 1.9426 4.3027 -0.4798
H12 3.7037 4.3320 1.1728
H13 4.5214 3.4397 3.4092
H14 3.0817 1.6877 4.5813
H15 1.0458 0.9042 3.5024



No. 4
C16H43NO2P | the ωB97M-V functional and the def2-TZVPD basis

Results
**Gap between HOMO and LUMO**: 5.320 eV
**Charge**: -1
**Multiplicity**: 1

CARTESIAN COORDINATES (ANGSTROEM)
C1 -2.6951 -3.9860 1.6851
C2 -1.5123 -3.8434 2.7066
C3 -1.8995 -3.0754 4.0127
P1 -0.5709 -1.8630 4.6995
C4 0.7163 -3.2584 5.0309
C5 2.1493 -2.8134 4.5459
C6 2.4082 -2.9657 3.0119
C7 2.4461 -1.6117 2.2195
C8 1.4562 -1.5504 1.0422
N1 1.4551 -0.2185 0.3636
H1 -2.7512 -3.0754 1.0654
H2 -2.5189 -4.8501 1.0108
H3 -3.6460 -4.1678 2.2084
H4 -0.6047 -3.4641 2.2123
H5 -1.2756 -4.8888 3.0100
H6 -2.7878 -2.4491 3.7574
H7 -2.2705 -3.8023 4.7682
H8 -1.1445 -2.0838 6.0497
H9 0.3883 -0.9198 5.2792
H10 -0.0602 -1.6020 3.3585
H11 -1.5151 -0.7446 4.5470
H12 0.4388 -4.2589 4.6439
H13 0.7911 -3.3592 6.1374
H14 2.3782 -1.7883 4.8898
H15 2.8614 -3.4848 5.0729
H16 3.4215 -3.4090 2.9025
H17 1.7055 -3.6568 2.5180
H18 2.2496 -0.7828 2.9259
H19 3.4626 -1.4355 1.8160
H20 0.4123 -1.7294 1.3657
H21 1.6819 -2.3425 0.3011
H22 1.3284 0.4989 1.0726
H23 0.5675 -0.2145 -0.1322
C9 0.0944 3.7841 -1.3997
C10 -1.0538 2.7990 -1.5246
O1 -1.4183 2.1958 -0.2973
C11 -1.8686 3.0675 0.7236
C12 -3.1176 3.8478 0.3514
H24 0.9518 3.3144 -0.9141
H25 0.3991 4.1388 -2.3860
H26 -0.1847 4.6548 -0.8018
H27 -0.7473 1.9861 -2.1849
H28 -1.9264 3.2693 -1.9931
H29 -1.0622 3.7422 1.0313
H30 -2.0884 2.4337 1.5836
H31 -2.9278 4.5514 -0.4624
H32 -3.4758 4.4201 1.2085
H33 -3.9090 3.1711 0.0242
C13 1.8347 3.3401 -7.3660
C14 1.8161 3.0933 -5.8673
O2 0.5199 2.8719 -5.3436
C15 -0.1805 1.7486 -5.8523
C16 0.5188 0.4266 -5.5885
H34 1.1535 4.1513 -7.6296
H35 2.8410 3.6049 -7.6946
H36 1.5232 2.4555 -7.9251
H37 2.1991 3.9788 -5.3579
H38 2.4823 2.2663 -5.5986
H39 -0.3842 1.8792 -6.9212
H40 -1.1489 1.7410 -5.3495
H41 1.4643 0.3544 -6.1299
H42 -0.1106 -0.4054 -5.9075
H43 0.7389 0.3139 -4.5257



No. 5
C4H10N2OS | the ωB97M-V functional and the def2-TZVPD basis

Results
**SMILES**: [NH3+]/C=C(\[O-])NCCS
**Gap between HOMO and LUMO**: 7.328 eV
**Multiplicity**: 1

CARTESIAN COORDINATES (ANGSTROEM)
N1 -0.8233 2.6322 1.6704
C1 -0.0240 1.4239 1.5069
C2 -0.7911 0.2809 1.1693
O1 -1.9224 0.1422 1.5108
N2 -0.0790 -0.8797 0.6362
C3 1.2661 -0.9743 0.1389
C4 1.5046 -1.4749 -1.4008
S1 0.3312 -0.7120 -2.4995
H1 -1.6311 2.5331 1.0822
H2 -0.9483 2.6331 2.6190
H3 -0.1592 3.2629 1.1560
H4 1.0675 1.4424 1.6550
H5 -0.6213 -1.7321 0.4906
H6 1.8873 -0.0947 0.1862
H7 1.7022 -1.6527 0.8577
H8 1.4038 -2.6713 -1.2405
H9 2.4546 -1.3946 -1.8831
H10 -0.4923 0.1267 -1.6488



No. 6
C4H8N2O | the ωB97M-V functional and the def2-TZVPD basis

Results
**Gap between HOMO and LUMO**: 8.578 eV
**Multiplicity**: 1

CARTESIAN COORDINATES (ANGSTROEM)
C1 -1.9933 -0.4477 0.0324
C2 -0.4827 1.3088 -0.7856
N1 -0.6361 0.0052 -0.1678
C3 0.3852 -0.5722 0.4993
C4 2.7106 -0.5761 0.7646
N2 1.6255 -0.2811 0.1585
O1 3.3585 -0.4140 1.7362
H1 0.1491 -1.5074 1.0008
H2 3.2704 -0.7529 -0.6366
H3 -2.0108 -1.4253 0.5172
H4 -2.5457 0.2685 0.6567
H5 -2.5051 -0.5310 -0.9288
H6 0.5730 1.5373 -0.9117
H7 -0.9521 1.3064 -1.7677
H8 -0.9464 2.0815 -0.1675



No. 7
C36H24O12 | the ωB97M-V functional and the def2-TZVPD basis

Results
**SMILES**: O=C1C=CC(=O)C=C1.O=C1C=CC(=O)C=C1.O=C1C=CC(=O)C=C1.O=C1C=CC(=O)C=C1.O=C1C=CC(=O)C=C1.O=C1C=CC(=O)C=C1
**Gap between HOMO and LUMO**: 8.266 eV
**Multiplicity**: 1

CARTESIAN COORDINATES (ANGSTROEM)
O1 2.6639 1.2298 1.8211
C1 2.2335 2.3690 1.6806
C2 1.7108 3.0531 2.8200
C3 1.0420 4.1905 2.6866
C4 1.1643 4.9171 1.3837
O2 0.9020 6.0921 1.3949
C5 1.5993 4.2322 0.1353
C6 2.1324 2.9899 0.3579
H1 1.6981 2.3650 3.6479
H2 0.6047 4.6747 3.5685
H3 1.5865 4.7558 -0.7917
H4 2.5787 2.4733 -0.4727
O3 -4.7416 -4.1372 1.2024
C7 -3.6707 -4.4925 1.6880
C8 -2.4536 -4.6791 0.8686
C9 -1.2125 -4.6955 1.3290
C10 -1.0293 -4.7216 2.7873
O4 0.0584 -4.5640 3.3316
C11 -2.2874 -4.7777 3.6375
C12 -3.4895 -4.6439 3.1064
H5 -2.6488 -4.5608 -0.2075
H6 -0.3097 -4.4173 0.7725
H7 -2.1465 -4.8525 4.7559
H8 -4.3138 -4.7327 3.8164
O5 -2.3420 -2.0916 -1.6627
C13 -3.5174 -2.3627 -1.6368
C14 -4.4174 -1.6122 -0.7944
C15 -5.7330 -1.8578 -0.8705
C16 -6.2878 -2.9440 -1.6887
O6 -7.4833 -3.1533 -1.6568
C17 -5.3166 -3.6576 -2.5325
C18 -4.0408 -3.4158 -2.5349
H9 -3.9649 -0.9083 -0.1202
H10 -6.4165 -1.3710 -0.2073
H11 -5.7438 -4.3745 -3.2317
H12 -3.2150 -3.7722 -3.1259
O7 8.0870 -1.0827 -0.6505
C19 7.3726 -0.1984 -0.2793
C20 7.3903 0.2042 1.1683
C21 6.7787 1.2577 1.6543
C22 5.9798 2.0631 0.7563
O8 5.3458 2.9719 1.2123
C23 5.9034 1.6570 -0.6960
C24 6.3860 0.4976 -1.1156
H13 8.0736 -0.3381 1.8074
H14 6.8908 1.5634 2.6930
H15 5.3638 2.3724 -1.3308
H16 6.2626 0.1939 -2.1249
O9 -2.4144 3.3486 -0.4792
C25 -2.0303 3.4515 -1.6183
C26 -1.8208 2.2434 -2.4705
C27 -1.5678 2.4608 -3.7756
C28 -1.2949 3.8493 -4.3307
O10 -0.9638 3.9943 -5.5123
C29 -1.4068 4.9614 -3.4241
C30 -1.7383 4.8319 -2.1640
H17 -1.9049 1.2239 -2.0712
H18 -1.4059 1.5989 -4.4000
H19 -1.0415 5.8897 -3.7939
H20 -1.7905 5.6617 -1.4413
O11 2.8426 -1.1312 -0.5200
C31 1.8257 -0.9599 0.0905
C32 0.7773 -0.0693 -0.5204
C33 -0.4255 -0.0464 -0.0059
C34 -0.7618 -0.8923 1.1730
O12 -1.9500 -0.9432 1.4196
C35 0.3141 -1.7241 1.7936
C36 1.5113 -1.7904 1.2471
H21 1.1456 0.4424 -1.3815
H22 -1.2355 0.5578 -0.4251
H23 0.0308 -2.2227 2.6738
H24 2.2781 -2.4449 1.5840



No. 8
C37H33F6N7O2S3SbSr | the ωB97M-V functional and the def2-TZVPD basis

Results
**Gap between HOMO and LUMO (spin up / spin down)**: 6.084 / 4.046 eV
**Multiplicity**: 2

CARTESIAN COORDINATES (ANGSTROEM)
Sr1 -3.0828 0.9969 -0.4015
N1 -0.1349 4.8392 1.6855
C1 -0.8454 3.8511 1.1438
S1 -1.2126 4.1783 -0.5006
N2 -1.1437 2.9249 2.1446
N3 -1.9416 1.9415 1.8478
C2 -2.2357 1.1713 2.9355
C3 -1.7670 1.4609 4.2888
C4 -1.8702 2.7260 4.8789
C5 -1.4423 2.9192 6.1780
C6 -0.8809 1.8634 6.8897
C7 -0.7755 0.6077 6.3140
C8 -1.2389 0.3977 5.0243
C9 -3.1266 0.0166 2.7648
C10 -4.1456 -0.1437 3.6962
C11 -5.0687 -1.1576 3.4698
C12 -4.8996 -1.9804 2.3790
C13 -3.8080 -1.7732 1.5295
N4 -2.9472 -0.7896 1.7111
H1 0.4044 5.4794 1.1254
H2 0.0453 4.7836 2.6766
H3 -2.3297 3.5358 4.3305
H4 -1.5513 3.8898 6.6428
H5 -0.5395 2.0216 7.9043
H6 -0.3488 -0.2141 6.8729
H7 -1.1771 -0.5829 4.5715
H8 -4.2519 0.5424 4.5234
H9 -5.9154 -1.2828 4.1312
H10 -5.6043 -2.7661 2.1461
H11 -3.6655 -2.3819 0.6481
O1 -1.7290 3.8025 -3.0504
C14 -1.7536 2.7441 -2.5169
O2 -1.4208 2.6695 -1.1017
C15 -1.9697 1.4029 -3.1798
C16 -2.4067 1.4216 -4.4903
C17 -2.6651 0.2013 -5.0918
C18 -2.4592 -0.9630 -4.3791
C19 -2.0079 -0.8777 -3.0709
N5 -1.7576 0.2884 -2.4819
H12 -2.5819 2.3610 -4.9926
H13 -3.0511 0.1639 -6.1013
H14 -2.6802 -1.9295 -4.8087
H15 -1.8577 -1.7621 -2.4664
S2 0.0037 -0.7329 0.3758
C20 1.6231 -0.6855 0.6002
N6 2.4021 -1.7408 0.8800
C21 3.8557 -1.6519 0.8286
C22 4.2242 -0.7510 -0.3179
N7 3.6144 0.5546 -0.0707
C23 4.4028 1.7112 -0.5098
C24 4.5783 1.6770 -2.0067
C25 5.8293 1.5247 -2.5845
C26 5.9637 1.4782 -3.9679
C27 4.8424 1.5772 -4.7743
C28 3.5841 1.7263 -4.2001
C29 3.4527 1.7779 -2.8234
C30 2.3854 0.6601 0.4244
S3 1.6577 2.0967 0.8297
C31 1.8617 -3.0782 1.1403
C32 2.1081 -4.0067 -0.0218
C33 1.5191 -3.7555 -1.2604
C34 1.7745 -4.5922 -2.3336
C35 2.6168 -5.6890 -2.1838
C36 3.2027 -5.9455 -0.9557
C37 2.9485 -5.1027 0.1203
H16 4.2445 -2.6548 0.6562
H17 4.2589 -1.2776 1.7750
H18 3.8774 -1.1636 -1.2693
H19 5.3018 -0.6076 -0.3837
H20 5.3666 1.6824 0.0027
H21 3.8670 2.6022 -0.1917
H22 6.7069 1.4480 -1.9525
H23 6.9437 1.3626 -4.4115
H24 4.9442 1.5396 -5.8508
H25 2.7067 1.8055 -4.8283
H26 2.4729 1.8947 -2.3730
H27 0.8008 -2.9664 1.3540
H28 2.3630 -3.4613 2.0330
H29 0.8572 -2.9050 -1.3739
H30 1.3099 -4.3936 -3.2905
H31 2.8101 -6.3423 -3.0243
H32 3.8570 -6.7983 -0.8316
H33 3.4050 -5.3048 1.0833
F1 -4.0531 2.3596 -1.8583
Sb1 -6.0224 0.2611 -1.5236
F2 -4.0775 -0.9105 -1.0491
F3 -4.7491 1.3134 0.9941
F4 -6.6954 -1.4810 -1.0455
F5 -7.7477 0.5999 -2.3813
F6 -5.3583 -0.2522 -3.2684



Which value of multiplicity does entry 4 give?
1



What did the first record say?
C5H8OS | the ωB97M-V functional and the def2-TZVPD basis

Results
**Gap between HOMO and LUMO (spin up / spin down)**: 7.467 / 7.604 eV
**Multiplicity**: 1

CARTESIAN COORDINATES (ANGSTROEM)
C1 1.6352 0.4236 -0.8111
C2 1.6866 -0.8087 -0.4245
C3 -1.2951 -1.0288 1.8830
C4 0.3984 1.3052 -0.7624
C5 -0.9129 0.6406 -0.3659
O1 -1.3838 -2.0330 -0.5201
S1 -0.6866 -1.0802 0.3226
H1 2.5028 0.9683 -1.1922
H2 2.3786 -1.6097 -0.3299
H3 -1.4824 -2.0001 2.3094
H4 -0.7523 -0.3477 2.5197
H5 0.6224 2.1161 -0.0595
H6 0.2843 1.7614 -1.7480
H7 -1.4286 1.2134 0.3991
H8 -1.5666 0.4796 -1.2203